# 1
The following is a quantum chemistry calculation of C29H23BrIrN3O2S2Te as an isolated structure, from OMol25.

Geometry as ORCA input:
```
! RIJCOSX wB97M-V def2-TZVPD def2/J DEFGRID3
* xyz 2 1
Ir 1.272 -0.061 -0.653
S 1.048 -1.791 -2.123
C 2.577 -2.152 -1.384
N 2.851 -1.293 -0.429
C 4.007 -1.655 0.295
C 4.563 -1.051 1.418
C 5.706 -1.601 1.966
C 6.303 -2.733 1.406
C 5.757 -3.346 0.298
C 4.594 -2.804 -0.243
S 3.671 -3.424 -1.594
H 4.114 -0.181 1.862
H 6.147 -1.150 2.844
H 7.205 -3.137 1.846
H 6.216 -4.225 -0.136
C 2.811 2.184 1.192
O 1.721 1.905 0.290
C 0.720 2.871 0.216
C 0.681 4.011 0.986
C -0.368 4.902 0.760
Br -0.435 6.477 1.768
C -1.353 4.641 -0.172
C -1.328 3.457 -0.915
C -0.264 2.602 -0.703
O -0.121 1.379 -1.395
C -2.411 3.215 -1.883
N -3.159 4.175 -2.328
C -4.055 3.571 -3.202
C -5.080 4.144 -3.956
C -5.858 3.301 -4.715
C -5.625 1.911 -4.740
C -4.614 1.330 -4.009
C -3.825 2.197 -3.253
N -2.749 1.981 -2.406
H 2.457 2.215 2.222
H 3.272 3.130 0.918
H 3.518 1.386 1.051
H 1.429 4.233 1.732
H -2.167 5.331 -0.345
H -0.122 1.527 -2.357
H -5.235 5.215 -3.947
H -6.667 3.706 -5.307
H -6.256 1.284 -5.356
H -4.460 0.259 -4.021
H -2.401 1.086 -2.120
C 1.099 -2.751 1.765
Te 0.368 -0.750 1.650
C -1.511 -1.711 1.359
C -1.351 -2.989 2.151
C -2.456 -3.648 2.673
C -2.280 -4.840 3.361
C -1.007 -5.363 3.541
C 0.101 -4.693 3.043
C -0.071 -3.506 2.344
H 2.000 -2.791 2.373
H 1.338 -3.062 0.749
H -1.638 -1.873 0.288
H -2.313 -1.074 1.723
H -3.449 -3.235 2.547
H -3.139 -5.355 3.768
H -0.874 -6.288 4.086
H 1.095 -5.092 3.203
*
```

HOMO level: -12.73 eV
Kohn-Sham gap: 4.65 eV

=====

# 2
The following is a quantum chemistry calculation of C44H33F9GeNOPRuSSe2 as an isolated structure, from OMol25.

Geometry as ORCA input:
```
! RIJCOSX wB97M-V def2-TZVPD def2/J DEFGRID3
* xyz 1 2
Ru -0.224 0.166 -0.623
C 2.544 -1.930 0.268
C 1.797 -2.647 -0.806
C 2.319 -3.841 -1.337
C 1.631 -4.519 -2.302
C 0.392 -4.019 -2.752
C -0.412 -4.685 -3.697
C -1.608 -4.146 -4.101
C -2.026 -2.912 -3.603
C -1.260 -2.230 -2.674
S -1.779 -0.663 -2.144
C -0.043 -2.783 -2.201
N 0.666 -2.135 -1.250
H 2.822 -2.622 1.062
H 1.931 -1.126 0.696
H 3.459 -1.494 -0.137
H 3.264 -4.200 -0.967
H 2.027 -5.430 -2.725
H -0.067 -5.628 -4.091
H -2.226 -4.664 -4.820
H -2.950 -2.471 -3.941
Se 2.092 0.856 -1.745
P 1.961 2.074 0.119
Se 0.048 1.759 1.195
C 3.260 1.388 1.220
C 2.982 1.091 2.546
C 3.985 0.624 3.376
C 5.270 0.467 2.884
C 5.545 0.753 1.555
C 4.544 1.213 0.719
C 2.478 3.804 -0.099
C 3.443 4.094 -1.055
C 3.904 5.392 -1.175
C 3.401 6.390 -0.355
C 2.434 6.092 0.592
C 1.966 4.795 0.727
H 1.979 1.241 2.927
H 3.753 0.404 4.406
H 6.056 0.123 3.538
H 6.544 0.631 1.165
H 4.758 1.439 -0.318
H 3.796 3.317 -1.722
H 4.654 5.621 -1.915
H 3.754 7.405 -0.458
H 2.036 6.868 1.229
H 1.203 4.551 1.459
F -2.486 2.074 -2.729
C -1.385 2.526 -3.341
F -0.684 1.452 -3.729
F -1.777 3.153 -4.439
C -0.527 3.371 -2.364
O 0.082 2.556 -1.486
C 0.511 4.149 -3.211
F 1.242 4.984 -2.473
F 1.362 3.286 -3.778
F -0.036 4.881 -4.176
C -1.474 4.332 -1.601
F -2.380 4.907 -2.387
F -0.809 5.301 -0.971
F -2.135 3.647 -0.661
C 1.223 -4.001 3.048
C 1.037 -2.684 3.438
C 0.164 -1.870 2.736
C -0.545 -2.372 1.650
C -0.338 -3.689 1.253
C 0.531 -4.503 1.958
Ge -1.871 -1.183 0.719
C -3.463 -2.181 0.062
C -3.664 -3.543 0.244
C -4.816 -4.150 -0.227
C -5.788 -3.398 -0.866
C -5.613 -2.031 -1.019
C -4.457 -1.429 -0.561
C -2.624 0.033 2.122
C -3.071 1.315 1.827
C -3.620 2.103 2.828
C -3.723 1.613 4.119
C -3.308 0.322 4.402
C -2.759 -0.470 3.409
H 1.908 -4.633 3.593
H 1.574 -2.293 4.288
H 0.014 -0.837 3.034
H -0.859 -4.077 0.387
H 0.669 -5.530 1.652
H -2.933 -4.133 0.773
H -4.950 -5.214 -0.096
H -6.686 -3.875 -1.230
H -6.373 -1.438 -1.506
H -4.319 -0.362 -0.692
H -3.002 1.689 0.810
H -3.966 3.099 2.597
H -4.129 2.239 4.901
H -3.411 -0.072 5.401
H -2.436 -1.478 3.625
*
```

HOMO level (spin up / spin down): -10.46 / -10.64 eV
Kohn-Sham gap (spin up / spin down): 4.53 / 5.13 eV

=====

# 3
The following is a quantum chemistry calculation of an isolated molecule of C2H2N4, from OMol25.

Geometry as ORCA input:
```
! RIJCOSX wB97M-V def2-TZVPD def2/J DEFGRID3
* xyz 0 1
C 0.238 0.041 0.864
N 0.807 -1.196 0.168
N 0.799 -0.967 -1.072
N 0.160 0.038 -1.508
C -0.543 0.531 -0.369
N -1.045 -0.307 0.690
H 0.703 0.426 1.769
H -1.118 1.435 -0.542
*
```

HOMO level (spin up / spin down): -10.33 / -10.34 eV
Kohn-Sham gap (spin up / spin down): 8.41 / 8.41 eV

=====

# 4
The following is a quantum chemistry calculation of C36H32BiF5OP2Te as an isolated structure, from OMol25.

Geometry as ORCA input:
```
! RIJCOSX wB97M-V def2-TZVPD def2/J DEFGRID3
* xyz 2 1
C -3.565 -0.309 -2.946
C -3.098 0.945 -2.496
C -2.723 1.905 -3.459
C -2.805 1.602 -4.818
C -3.224 0.329 -5.246
C -3.592 -0.623 -4.302
P -2.751 1.272 -0.738
C -2.998 3.040 -0.439
C -1.870 3.888 -0.440
C -2.041 5.262 -0.309
C -3.326 5.787 -0.124
C -4.443 4.947 -0.044
C -4.278 3.571 -0.189
Bi -0.011 0.225 -0.508
P 1.391 -1.695 -2.189
C 1.359 -0.789 -3.754
C 0.871 -1.337 -4.956
C 0.562 -0.499 -6.022
C 0.768 0.879 -5.929
C 1.376 1.415 -4.791
C 1.699 0.583 -3.731
C 3.082 -2.055 -1.669
C 3.270 -2.559 -0.368
C 4.545 -2.660 0.162
C 5.650 -2.263 -0.598
C 5.475 -1.787 -1.899
C 4.196 -1.681 -2.444
C 0.406 -3.217 -2.215
C -0.616 -3.424 -1.258
C -1.522 -4.468 -1.415
C -1.284 -5.441 -2.391
C -0.141 -5.364 -3.193
C 0.710 -4.262 -3.103
C -3.883 0.263 0.248
C -5.180 -0.080 -0.186
C -5.961 -0.953 0.572
C -5.476 -1.466 1.781
C -4.206 -1.094 2.243
C -3.424 -0.220 1.495
H 2.397 -2.799 0.233
H 4.682 -3.026 1.181
H 6.653 -2.338 -0.175
H 6.333 -1.486 -2.491
H 4.047 -1.292 -3.454
H 0.732 -2.413 -5.011
H 0.150 -0.927 -6.938
H 0.486 1.533 -6.756
H 1.591 2.481 -4.733
H 2.156 1.014 -2.840
H -0.663 -2.783 -0.377
H -2.393 -4.539 -0.761
H -1.968 -6.281 -2.496
H 0.104 -6.177 -3.877
H 1.645 -4.236 -3.660
H -5.572 0.323 -1.119
H -6.953 -1.240 0.212
H -6.081 -2.165 2.360
H -3.830 -1.487 3.189
H -2.444 0.085 1.859
H -0.865 3.461 -0.518
H -1.172 5.920 -0.349
H -3.459 6.867 -0.036
H -5.442 5.361 0.135
H -5.130 2.902 -0.099
H -2.388 2.893 -3.133
H -2.540 2.351 -5.561
H -3.292 0.095 -6.310
H -3.881 -1.630 -4.608
H -3.867 -1.051 -2.210
H -1.083 -0.634 -2.117
H -1.486 -1.283 -2.045
F 2.339 -2.095 2.597
Te 1.175 -0.595 2.703
F 1.662 -0.709 4.623
F 1.749 1.357 -0.760
F -0.481 -1.313 3.323
F -0.535 1.417 1.193
O 0.588 -1.238 0.942
*
```

HOMO level (spin up / spin down): -14.51 / -14.30 eV
Kohn-Sham gap (spin up / spin down): 5.23 / 4.85 eV

=====

Computed calculated total energy (a.u.) in order:
-5175.8524, -10439.3013, -296.2330, -3130.2989
Computed strongest force on any atom (eV/Å) in order:
1.77, 4.06, 0.37, 4.00